Formula: C12H27N3NdS3
Source: OMol25
Level of theory: the ωB97M-V functional and the def2-TZVPD basis

Each line ends with the Mulliken spin population.
CARTESIAN COORDINATES (ANGSTROEM)
Nd 0.0616 0.1886 -0.5976  3.05
C 3.0636 0.1593 0.5169  0.00
C 2.4385 0.9481 1.6569  0.00
N 0.9396 0.9983 1.5903  -0.01
C 0.3750 2.3805 1.7235  0.00
C 0.7638 3.2918 0.5705  0.00
N 0.5428 2.6683 -0.7765  -0.01
C 1.7316 2.7960 -1.6817  0.00
C 2.9263 1.9927 -1.1907  0.00
N 2.5691 0.5803 -0.8343  -0.01
H 2.8439 -0.9053 0.6322  0.00
H 4.1467 0.2687 0.5866  0.00
H 2.8231 1.9649 1.6827  0.00
H 2.7538 0.4831 2.5891  0.00
H 0.5909 0.4767 2.3892  0.00
H 0.7103 2.8476 2.6509  0.00
H -0.7101 2.2872 1.7868  0.00
H 1.8075 3.5897 0.6495  0.00
H 0.1809 4.2075 0.6604  0.00
H -0.2017 3.1957 -1.2275  0.00
H 2.0324 3.8407 -1.7710  0.00
H 1.4315 2.4654 -2.6786  0.00
H 3.3861 2.4671 -0.3270  0.00
H 3.6804 2.0010 -1.9758  0.00
H 3.0508 -0.0200 -1.4995  0.00
C -3.3379 -1.5713 -1.5651  0.00
C -3.6649 -0.3698 -0.6873  0.00
S -2.5540 0.0519 0.6920  -0.01
C -2.5188 -1.3667 1.8310  0.00
C -1.8301 -2.6380 1.3618  0.00
S -0.1084 -2.3870 0.8078  -0.01
C 0.0277 -3.4480 -0.6735  0.00
C -1.0777 -3.3537 -1.7222  0.00
S -1.6280 -1.6820 -2.2299  -0.01
H -3.9932 -1.5378 -2.4353  0.00
H -3.5387 -2.5107 -1.0574  0.00
H -4.6629 -0.4987 -0.2641  0.00
H -3.7010 0.5535 -1.2691  0.00
H -3.5533 -1.5847 2.1004  0.00
H -2.0475 -0.9659 2.7290  0.00
H -2.3653 -3.1104 0.5467  0.00
H -1.7955 -3.3463 2.1892  0.00
H 0.1075 -4.4800 -0.3316  0.00
H 1.0028 -3.1967 -1.0960  0.00
H -1.9744 -3.8908 -1.4212  0.00
H -0.7250 -3.8411 -2.6305  0.00

Properties
highest occupied orbital energy (alpha / beta) = -19.33 / -19.32 eV
2S+1 = 4
net charge = +3
LUMO level (alpha / beta) = -0.3780 / -0.3702 Ha
HOMO-LUMO gap (alpha / beta) = 9.0 / 9.3 eV

***

Formula: C12H27N4O2V
Source: OMol25
Level of theory: the ωB97M-V functional and the def2-TZVPD basis

Each line ends with the Mulliken spin population.
CARTESIAN COORDINATES (ANGSTROEM)
V 0.0025 0.0110 0.0440  1.00
C 0.5355 -2.8704 -0.6317  0.00
C -0.3106 -2.8876 0.6528  0.00
N -0.9513 -1.5958 0.9960  0.00
C -2.3846 -1.4776 0.6525  0.01
C -2.7616 -0.0522 0.1655  0.00
N -1.7550 0.8823 0.6414  -0.01
C -1.7665 2.2755 0.2208  -0.01
C -0.3669 2.8912 0.4459  0.02
C 0.2983 2.4626 1.7599  -0.01
N 0.9066 1.1210 1.6645  0.01
C 2.3597 1.1026 1.3984  0.00
C 2.7366 0.0795 0.3035  0.00
N 1.7453 -0.9804 0.3449  -0.02
C 1.8834 -2.1195 -0.5403  0.00
H -0.0573 -2.4206 -1.4280  0.00
H 0.7519 -3.9028 -0.9078  0.00
H 0.3178 -3.2081 1.4894  0.00
H -1.0801 -3.6549 0.5258  0.00
H -0.8829 -1.4987 2.0048  0.01
H -3.0063 -1.7389 1.5189  0.00
H -2.6152 -2.1788 -0.1511  0.00
H -3.7742 0.2072 0.5058  0.00
H -2.7472 -0.0316 -0.9261  0.00
H -1.7888 0.8818 1.6628  0.00
H -2.5183 2.8607 0.7716  0.00
H -2.0038 2.3266 -0.8458  0.00
H -0.4541 3.9784 0.4219  0.00
H 0.2997 2.5960 -0.3673  0.00
H -0.4422 2.4580 2.5658  0.00
H 1.0622 3.1997 2.0327  0.00
H 0.7643 0.6607 2.5606  0.01
H 2.8937 0.8573 2.3246  0.00
H 2.6889 2.0925 1.0754  0.00
H 3.7592 -0.2832 0.4851  0.00
H 2.6863 0.5465 -0.6857  0.00
H 1.7337 -1.3494 1.2976  0.00
H 2.6838 -2.7929 -0.1966  0.00
H 2.1618 -1.7601 -1.5367  0.00
C -0.1195 0.5598 -3.8544  0.00
C -0.0140 0.3589 -2.3614  0.02
O 0.7564 1.0506 -1.6566  0.00
O -0.7383 -0.4977 -1.7991  0.00
H 0.8001 0.9640 -4.2672  0.00
H -0.9291 1.2647 -4.0475  0.00
H -0.3597 -0.3879 -4.3296  0.00

Properties
highest occupied orbital energy (alpha / beta) = -8.92 / -8.40 eV
2S+1 = 2
net charge = +1
LUMO level (alpha / beta) = -0.1066 / -0.1079 Ha
HOMO-LUMO gap (alpha / beta) = 6.0 / 5.5 eV

***

Copy entry 1 word for word.
Formula: C12H27N3NdS3
Source: OMol25
Level of theory: the ωB97M-V functional and the def2-TZVPD basis

Each line ends with the Mulliken spin population.
CARTESIAN COORDINATES (ANGSTROEM)
Nd 0.0616 0.1886 -0.5976  3.05
C 3.0636 0.1593 0.5169  0.00
C 2.4385 0.9481 1.6569  0.00
N 0.9396 0.9983 1.5903  -0.01
C 0.3750 2.3805 1.7235  0.00
C 0.7638 3.2918 0.5705  0.00
N 0.5428 2.6683 -0.7765  -0.01
C 1.7316 2.7960 -1.6817  0.00
C 2.9263 1.9927 -1.1907  0.00
N 2.5691 0.5803 -0.8343  -0.01
H 2.8439 -0.9053 0.6322  0.00
H 4.1467 0.2687 0.5866  0.00
H 2.8231 1.9649 1.6827  0.00
H 2.7538 0.4831 2.5891  0.00
H 0.5909 0.4767 2.3892  0.00
H 0.7103 2.8476 2.6509  0.00
H -0.7101 2.2872 1.7868  0.00
H 1.8075 3.5897 0.6495  0.00
H 0.1809 4.2075 0.6604  0.00
H -0.2017 3.1957 -1.2275  0.00
H 2.0324 3.8407 -1.7710  0.00
H 1.4315 2.4654 -2.6786  0.00
H 3.3861 2.4671 -0.3270  0.00
H 3.6804 2.0010 -1.9758  0.00
H 3.0508 -0.0200 -1.4995  0.00
C -3.3379 -1.5713 -1.5651  0.00
C -3.6649 -0.3698 -0.6873  0.00
S -2.5540 0.0519 0.6920  -0.01
C -2.5188 -1.3667 1.8310  0.00
C -1.8301 -2.6380 1.3618  0.00
S -0.1084 -2.3870 0.8078  -0.01
C 0.0277 -3.4480 -0.6735  0.00
C -1.0777 -3.3537 -1.7222  0.00
S -1.6280 -1.6820 -2.2299  -0.01
H -3.9932 -1.5378 -2.4353  0.00
H -3.5387 -2.5107 -1.0574  0.00
H -4.6629 -0.4987 -0.2641  0.00
H -3.7010 0.5535 -1.2691  0.00
H -3.5533 -1.5847 2.1004  0.00
H -2.0475 -0.9659 2.7290  0.00
H -2.3653 -3.1104 0.5467  0.00
H -1.7955 -3.3463 2.1892  0.00
H 0.1075 -4.4800 -0.3316  0.00
H 1.0028 -3.1967 -1.0960  0.00
H -1.9744 -3.8908 -1.4212  0.00
H -0.7250 -3.8411 -2.6305  0.00

Properties
highest occupied orbital energy (alpha / beta) = -19.33 / -19.32 eV
2S+1 = 4
net charge = +3
LUMO level (alpha / beta) = -0.3780 / -0.3702 Ha
HOMO-LUMO gap (alpha / beta) = 9.0 / 9.3 eV